[1]
Entry from the Open Molecules 2025 dataset: C5H6O2 in the gas phase (the ωB97M-V functional and the def2-TZVPD basis).

The geometry in XYZ format:
```
13
Properties=species:S:1:pos:R:3:lowdin_charge:R:1
C -0.165 0.113 2.526 0.04
C -0.278 0.061 1.228 -0.04
C -0.091 0.062 -0.072 -0.17
C 1.279 0.548 -0.392 -0.21
O 1.934 0.138 -1.326 0.05
C -0.951 -0.511 -1.191 -0.21
O -0.643 0.064 -2.436 -0.06
H 0.339 -0.690 3.061 0.07
H -0.544 0.950 3.104 0.07
H 1.680 1.290 0.324 0.13
H -0.847 -1.606 -1.218 0.13
H -2.004 -0.287 -0.998 0.13
H 0.291 -0.133 -2.611 0.07
```

Properties
HOMO-LUMO gap	10.35	eV
net charge	0
LUMO energy	0.01533	Ha
relative energy (zero: lowest compared OMol25 entry of this formula, charge and spin)	51.7	kcal per mole

=====

[2]
Entry from the Open Molecules 2025 dataset: a molecular structure, C2H3N5O (the ωB97M-V functional and the def2-TZVPD basis).

The geometry in XYZ format:
```
11
Properties=species:S:1:pos:R:3:lowdin_charge:R:1
C 1.230 0.341 0.120 -0.57
C -0.246 0.205 -0.180 -0.24
H 1.838 -1.544 -0.198 0.19
H 3.060 -0.507 -0.302 0.26
H -3.188 -0.755 -0.094 0.19
N 2.039 -0.595 0.556 0.08
N -0.904 1.474 0.216 0.09
N -2.132 1.084 0.253 -0.01
N -2.194 -0.334 0.190 -0.08
N -1.035 -0.917 -0.321 0.11
O 1.533 1.549 -0.239 -0.01
```

Properties
HOMO-LUMO gap	9.38	eV
net charge	0
LUMO energy	-0.02351	Ha
relative energy (zero: lowest compared OMol25 entry of this formula, charge and spin)	136.8	kcal per mole

=====

[3]
Entry from the Open Molecules 2025 dataset: C7H10FP in the gas phase (the ωB97M-V functional and the def2-TZVPD basis).

The geometry in XYZ format:
```
19
Properties=species:S:1:pos:R:3:lowdin_charge:R:1
C -1.209 -1.032 -1.727 -0.18
P -0.232 -0.540 -0.104 0.82
C -0.807 -1.855 1.066 -0.20
C -0.766 0.995 0.488 -0.25
C 0.044 2.079 0.668 -0.16
C 1.411 2.196 0.322 -0.19
C 2.192 1.151 -0.056 0.05
C 1.445 -0.484 0.317 -0.33
F 2.295 -1.452 -0.139 -0.10
H -1.568 -0.075 -2.040 0.01
H -0.645 -1.709 -2.450 0.07
H -2.051 -1.694 -1.487 0.02
H -1.476 -1.217 1.761 0.07
H -1.445 -2.526 0.460 0.03
H 0.068 -2.138 1.693 0.05
H -1.844 1.131 0.308 0.09
H -0.426 3.027 0.938 0.10
H 1.874 3.112 0.418 0.07
H 3.140 1.031 -0.435 0.04
```

Properties
HOMO-LUMO gap	7.64	eV
net charge	0
LUMO energy	0.01286	Ha
relative energy (zero: lowest compared OMol25 entry of this formula, charge and spin)	54.0	kcal per mole

=====

[4]
Entry from the Open Molecules 2025 dataset: a molecular structure, C3H9N3S (the ωB97M-V functional and the def2-TZVPD basis).

The geometry in XYZ format:
```
16
Properties=species:S:1:pos:R:3:lowdin_charge:R:1
C -0.848 1.610 -1.563 -0.06
C -1.198 0.531 -0.461 -0.18
C 0.634 -0.208 0.933 -0.44
H 0.006 2.192 -1.173 0.08
H -0.448 1.080 -2.292 0.01
H -1.738 2.192 -1.624 0.07
H -1.097 1.235 0.453 0.12
H -2.144 0.137 -0.702 0.09
H -1.029 -2.282 -0.588 0.15
H 0.741 -2.063 -1.219 0.17
H 0.277 0.544 1.777 0.13
H 2.798 -1.936 3.479 -0.02
N -0.060 -0.342 -0.087 -0.22
N -0.255 -1.507 -0.925 0.00
N 1.780 -0.802 1.195 -0.38
S 2.582 -0.381 2.796 0.47
```

Properties
HOMO-LUMO gap	8.60	eV
net charge	0
LUMO energy	0.01656	Ha
relative energy (zero: lowest compared OMol25 entry of this formula, charge and spin)	134.3	kcal per mole

=====

[5]
Entry from the Open Molecules 2025 dataset: a molecular structure, C29H30Br9F3O6 (the ωB97M-V functional and the def2-TZVPD basis).

The geometry in XYZ format:
```
77
Properties=species:S:1:pos:R:3:lowdin_charge:R:1
C -13.690 7.184 -14.867 -0.04
C -14.059 6.200 -13.766 -0.24
C -13.153 5.062 -13.497 -0.02
O -13.035 5.105 -12.054 -0.27
C -13.622 6.223 -11.520 -0.63
O -13.697 6.496 -10.362 0.12
O -14.181 6.877 -12.514 -0.05
H -13.442 6.647 -15.783 0.09
H -12.879 7.824 -14.520 -0.01
H -14.584 7.753 -15.121 0.11
H -15.039 5.732 -13.860 0.17
H -12.162 5.265 -13.904 0.10
H -13.449 4.109 -13.935 0.17
C -9.703 6.892 -12.702 -0.26
C -10.334 7.368 -14.009 -0.33
C -9.499 7.222 -15.260 -0.08
O -10.332 6.646 -16.233 0.13
C -11.372 6.067 -15.593 -0.48
O -12.222 5.302 -16.088 0.11
O -11.337 6.404 -14.286 -0.11
H -10.316 7.042 -11.814 -0.19
H -8.778 7.453 -12.570 0.14
H -9.508 5.820 -12.702 0.11
H -10.841 8.330 -13.945 0.04
H -8.642 6.652 -14.901 0.14
H -9.198 8.228 -15.552 0.15
F -9.307 2.000 -10.934 0.01
C -9.964 3.173 -10.993 -0.18
C -9.295 4.329 -11.256 -0.14
C -9.983 5.532 -11.331 -0.36
C -11.349 5.529 -11.246 -0.09
C -12.056 4.359 -11.025 -0.19
C -11.387 3.122 -10.914 -0.13
H -8.217 4.405 -11.261 -0.11
H -9.486 6.483 -11.454 -0.14
H -11.906 6.454 -11.273 -0.04
H -13.135 4.329 -11.005 0.04
H -11.877 2.165 -10.813 0.05
F -14.125 -0.223 -10.469 0.08
C -14.212 1.033 -10.960 -0.26
C -15.350 1.799 -10.629 -0.09
C -15.347 3.106 -10.987 0.00
C -14.261 3.674 -11.664 -0.12
C -13.169 2.914 -11.964 -0.11
C -13.141 1.566 -11.620 -0.01
H -16.200 1.451 -10.061 0.15
H -16.190 3.680 -10.631 0.13
H -14.217 4.750 -11.753 0.07
H -12.308 3.403 -12.395 0.15
H -12.372 0.831 -11.807 0.12
F -11.881 -0.302 -6.672 0.05
C -12.178 0.650 -7.575 -0.40
C -13.514 0.734 -8.093 -0.02
C -13.923 1.814 -8.776 -0.10
C -12.964 2.733 -9.208 -0.05
C -11.611 2.573 -8.877 -0.14
C -11.194 1.560 -7.966 -0.25
H -14.259 -0.029 -7.926 0.13
H -14.925 1.736 -9.172 0.06
H -13.390 3.492 -9.848 0.10
H -11.016 3.419 -9.189 0.13
H -10.167 1.440 -7.653 0.11
C -9.134 0.046 -10.764 -1.27
Br -7.579 -0.582 -9.657 0.50
Br -10.759 0.089 -9.578 1.05
Br -9.472 -0.911 -12.534 0.46
H -9.014 1.087 -11.066 -0.34
C -6.600 4.052 -11.593 -1.39
Br -4.862 5.058 -11.959 0.52
Br -7.111 4.067 -9.648 0.74
Br -6.670 2.257 -12.361 0.70
H -7.337 4.684 -12.088 -0.04
C -11.961 7.857 -10.711 -1.07
Br -12.919 8.992 -9.339 0.65
Br -9.985 7.681 -10.479 1.11
Br -12.433 8.413 -12.584 1.17
H -12.311 6.829 -10.624 -0.08
```

Properties
HOMO-LUMO gap	6.00	eV
net charge	0
LUMO energy	-0.03313	Ha

=====

[6]
Entry from the Open Molecules 2025 dataset: a molecular structure, C3H8KS (the ωB97M-V functional and the def2-TZVPD basis).

The geometry in XYZ format:
```
13
Properties=species:S:1:pos:R:3:lowdin_charge:R:1
S -0.200 -1.095 0.771 0.69
C -1.466 0.146 1.091 -0.40
C 0.902 0.633 -1.148 -0.16
C 1.145 -0.019 0.208 -0.55
H -2.325 -0.371 1.549 0.04
H -1.808 0.648 0.170 0.04
H -1.101 0.913 1.795 0.06
H 0.018 1.292 -1.116 0.07
H 1.780 1.236 -1.438 0.09
H 0.737 -0.140 -1.917 0.07
H 1.330 0.743 0.989 0.09
H 2.032 -0.680 0.165 0.08
K -1.044 -3.306 -1.119 0.86
```

Properties
HOMO-LUMO gap	8.69	eV
net charge	+1
LUMO energy	-0.14657	Ha
relative energy (zero: lowest compared OMol25 entry of this formula, charge and spin)	0.0	kcal per mole

=====

[7]
Entry from the Open Molecules 2025 dataset: 17 unconnected molecules or ions with the total composition H34O17 (the ωB97M-V functional and the def2-TZVPD basis).

The geometry in XYZ format:
```
51
Properties=species:S:1:pos:R:3:lowdin_charge:R:1
O 2.384 2.663 -2.973 -0.04
H 2.794 2.422 -3.771 0.01
H 1.655 3.185 -3.369 0.04
O -0.472 -1.562 -2.324 -0.07
H -0.740 -0.604 -2.529 0.08
H 0.084 -1.492 -1.556 -0.04
O -4.134 1.422 1.736 0.03
H -3.345 0.993 1.935 -0.02
H -4.655 1.730 2.383 -0.02
O -0.716 2.987 0.257 -0.09
H -1.351 3.774 0.366 0.11
H -0.809 2.900 1.266 0.09
O -0.199 2.762 -4.243 -0.03
H -0.262 2.319 -5.069 0.03
H -0.846 2.423 -3.656 -0.02
O -1.352 -4.167 -1.249 -0.04
H -1.213 -3.273 -1.432 -0.06
H -2.309 -4.368 -1.310 0.06
O 3.958 -0.166 0.997 -0.02
H 4.861 -0.130 0.963 -0.01
H 3.608 -0.246 0.105 -0.02
O 1.259 -1.853 -0.026 -0.02
H 1.894 -1.112 -0.022 0.04
H 1.783 -2.616 -0.077 0.07
O -1.505 -1.909 -5.176 -0.06
H -0.591 -1.772 -5.492 0.05
H -1.502 -2.348 -4.337 0.00
O -1.788 -0.967 -0.151 -0.06
H -0.773 -0.969 -0.008 0.07
H -2.069 -0.520 0.654 0.03
O -1.192 1.649 -1.908 -0.07
H -1.073 1.920 -0.978 -0.01
H -1.620 0.799 -1.728 0.02
O 2.667 0.204 -1.303 -0.03
H 2.434 1.087 -1.603 0.04
H 1.867 -0.301 -1.493 0.03
O 0.458 -1.609 5.910 -0.09
H 1.095 -1.233 5.294 0.01
H -0.295 -2.014 5.387 0.05
O -1.078 1.030 3.329 -0.03
H -0.365 0.769 3.883 0.02
H -1.128 0.086 3.154 0.02
O -1.866 -2.985 2.719 -0.04
H -2.192 -3.772 3.119 0.03
H -2.143 -3.015 1.792 0.04
O 2.232 4.719 2.002 -0.03
H 3.174 4.559 2.024 0.04
H 2.035 4.348 1.183 -0.02
O 1.222 -1.895 2.870 -0.06
H 1.647 -1.589 2.027 0.03
H 0.472 -2.264 2.427 -0.02
```

Properties
HOMO-LUMO gap	10.99	eV
net charge	0
LUMO energy	-0.00787	Ha
relative energy (zero: lowest compared OMol25 entry of this formula, charge and spin)	84.6	kcal per mole

=====

[8]
Entry from the Open Molecules 2025 dataset: a molecular structure, C18H20N6SSeZn (the ωB97M-V functional and the def2-TZVPD basis).

The geometry in XYZ format:
```
47
Properties=species:S:1:pos:R:3:lowdin_charge:R:1
Zn 0.003 0.030 -0.138 0.66
C -0.622 -2.275 1.614 -0.15
C -0.673 -1.038 2.500 -0.15
N 0.231 0.035 2.024 -0.13
C 1.647 -0.050 2.446 -0.22
C 2.469 -1.101 1.712 -0.40
S 2.248 -1.074 -0.095 0.96
C 1.586 -2.741 -0.446 -0.40
C 0.075 -2.844 -0.691 -0.23
N -0.718 -1.938 0.170 -0.11
H 0.305 -2.820 1.772 0.11
H -1.425 -2.955 1.901 0.14
H -1.684 -0.627 2.496 0.13
H -0.443 -1.317 3.531 0.14
H -0.115 0.911 2.397 0.10
H 2.082 0.934 2.269 0.13
H 1.718 -0.245 3.520 0.14
H 3.524 -0.912 1.905 0.10
H 2.265 -2.111 2.059 0.08
H 2.111 -3.099 -1.331 0.09
H 1.915 -3.379 0.372 0.08
H -0.162 -2.590 -1.724 0.11
H -0.222 -3.885 -0.542 0.14
H -1.688 -2.007 -0.124 0.14
Se -3.352 4.425 -5.424 1.24
N -2.106 3.160 -5.519 -0.20
C -1.880 2.775 -4.290 -0.34
C -0.940 1.705 -3.943 -0.06
C -0.183 1.022 -4.896 0.06
C 0.686 0.036 -4.486 0.01
C 0.773 -0.251 -3.131 -0.10
N 0.054 0.386 -2.212 0.04
C -0.786 1.362 -2.608 -0.13
C -1.519 2.078 -1.544 -0.13
N -1.279 1.697 -0.271 0.04
C -1.899 2.346 0.711 -0.09
C -2.778 3.397 0.489 0.00
C -3.029 3.781 -0.809 0.06
C -2.390 3.112 -1.853 -0.06
C -2.596 3.464 -3.261 -0.34
N -3.410 4.413 -3.648 -0.20
H -0.289 1.288 -5.941 0.14
H 1.298 -0.507 -5.193 0.13
H 1.463 -1.008 -2.775 0.09
H -1.704 2.020 1.724 0.11
H -3.247 3.891 1.328 0.13
H -3.710 4.591 -1.039 0.14
```

Properties
HOMO-LUMO gap	7.98	eV
net charge	+2
LUMO energy	-0.23419	Ha

=====

[9]
Entry from the Open Molecules 2025 dataset: a molecular structure, C26H26Cl2F3N5O5S2Tb (the ωB97M-V functional and the def2-TZVPD basis).

The geometry in XYZ format:
```
70
Properties=species:S:1:pos:R:3:lowdin_charge:R:1
Tb -1.006 0.095 0.208 1.40
C 0.172 -3.224 -0.785 -0.18
C -0.989 -2.760 -1.657 -0.20
N -2.065 -2.174 -0.833 -0.11
C -2.791 -3.172 0.000 -0.18
C -2.903 -2.726 1.454 -0.21
N -1.656 -2.110 1.921 -0.10
C -0.570 -3.070 2.209 -0.19
C 0.728 -2.650 1.570 -0.24
N 0.535 -2.174 0.202 -0.14
H 1.029 -3.444 -1.441 0.12
H -0.056 -4.162 -0.279 0.10
H -1.355 -3.618 -2.252 0.12
H -0.637 -1.996 -2.353 0.11
H -2.730 -1.700 -1.440 0.10
H -2.319 -4.154 -0.078 0.10
H -3.808 -3.297 -0.401 0.11
H -3.159 -3.599 2.069 0.12
H -3.718 -2.002 1.534 0.08
H -1.812 -1.544 2.752 0.05
H -0.871 -4.066 1.869 0.11
H -0.417 -3.144 3.291 0.12
H 1.445 -3.487 1.595 0.12
H 1.175 -1.837 2.149 0.07
H 1.381 -1.724 -0.136 0.04
S 1.610 0.637 1.196 0.65
C 1.356 1.914 2.259 -0.71
C 2.409 2.827 2.529 -0.08
C 2.250 3.870 3.405 -0.23
C 3.365 4.707 3.707 -0.20
N 4.292 5.363 3.955 0.13
C 1.017 4.095 4.031 -0.22
C -0.058 3.246 3.809 -0.07
C 0.063 2.112 2.957 -0.72
S -1.241 1.043 2.835 0.58
C 0.802 5.216 4.894 -0.19
N 0.613 6.131 5.595 0.13
H 3.355 2.667 2.032 0.10
H -1.002 3.407 4.307 0.10
Cl -6.103 -0.731 -0.337 0.60
C -5.483 0.624 0.640 -0.98
Cl -5.545 0.220 2.365 0.61
C -4.081 0.902 0.176 -0.67
O -3.910 1.880 -0.569 0.05
O -3.176 0.039 0.590 -0.29
H -6.140 1.478 0.484 0.07
C 1.398 1.759 -3.174 0.01
C 1.705 0.553 -2.340 -0.30
O 0.886 0.071 -1.500 -0.13
C 3.028 -0.086 -2.525 -0.15
C 3.630 -0.743 -1.447 -0.02
C 4.864 -1.362 -1.587 -0.06
C 5.514 -1.347 -2.816 -0.08
C 4.919 -0.706 -3.903 -0.08
C 3.680 -0.076 -3.765 -0.03
H 0.707 2.409 -2.641 0.08
H 0.946 1.506 -4.133 0.10
H 2.318 2.304 -3.385 0.09
H 3.154 -0.688 -0.483 0.04
H 5.322 -1.860 -0.737 0.11
H 6.477 -1.831 -2.929 0.10
H 5.423 -0.713 -4.858 0.10
H 3.227 0.421 -4.617 0.11
F -2.895 3.900 -1.921 0.15
C -2.463 2.773 -2.536 -0.52
F -1.461 3.140 -3.397 0.11
F -3.465 2.260 -3.272 0.15
C -1.875 1.736 -1.596 -0.52
O -1.894 0.488 -1.905 -0.10
O -1.145 2.182 -0.563 -0.15
```

Properties
HOMO-LUMO gap (spin up / spin down)	5.57 / 5.54	eV
net charge	-1
multiplicity	7
LUMO energy (spin up / spin down)	0.05670 / 0.05662	Ha
expectation value of S²	12.6643

=====

[10]
Entry from the Open Molecules 2025 dataset: 2 unconnected molecules or ions with the total composition C6H10F2S (the ωB97M-V functional and the def2-TZVPD basis).

The geometry in XYZ format:
```
19
Properties=species:S:1:pos:R:3:lowdin_charge:R:1
C 0.751 0.118 0.739 0.00
C -0.369 0.836 0.846 -0.35
C -1.047 1.017 2.188 -0.07
C -1.110 1.359 -0.415 -0.06
C 1.613 -1.389 -2.466 -0.38
C 1.606 -2.585 -0.100 -0.71
F 0.245 -2.532 -0.151 0.03
F 2.002 -3.611 0.622 0.03
S 2.569 -2.333 -1.461 1.01
H 1.472 -0.181 1.432 0.05
H -0.425 1.695 2.744 0.07
H -1.985 1.537 2.177 0.06
H -1.132 0.095 2.697 0.06
H -1.563 0.595 -1.008 0.06
H -0.456 1.921 -1.126 0.09
H -1.885 2.025 -0.104 0.05
H 1.009 -0.013 -0.316 0.03
H 0.644 -0.941 -2.135 0.02
H 2.139 -0.947 -3.278 -0.02
```

Properties
HOMO-LUMO gap (spin up / spin down)	8.04 / 8.16	eV
net charge	0
LUMO energy (spin up / spin down)	-0.00357 / 0.00444	Ha
relative energy (zero: lowest compared OMol25 entry of this formula, charge and spin)	79.0	kcal per mole

=====

[11]
Entry from the Open Molecules 2025 dataset: 2 unconnected molecules or ions with the total composition C4H4F6S2 (the ωB97M-V functional and the def2-TZVPD basis).

The geometry in XYZ format:
```
16
Properties=species:S:1:pos:R:3:lowdin_charge:R:1
C 0.090 -0.663 0.396 -0.30
C -2.449 0.205 0.079 -0.34
C -3.658 1.116 0.244 -0.61
C -2.746 -1.200 -0.385 -0.65
F -4.066 1.604 -1.004 0.08
F -3.286 2.220 0.879 0.12
F -4.799 0.582 0.690 0.16
F -1.946 -1.383 -1.469 0.11
F -3.992 -1.444 -0.801 0.17
F -2.534 -2.111 0.542 0.17
S 1.351 2.153 -0.932 0.35
S -0.967 0.875 0.417 0.98
H 0.061 -1.228 -0.454 0.01
H 0.059 -1.278 1.373 0.10
H 1.048 -0.073 0.385 -0.02
H 2.020 1.080 -1.235 -0.32
```

Properties
HOMO-LUMO gap (spin up / spin down)	6.29 / 8.42	eV
net charge	0
LUMO energy (spin up / spin down)	-0.09156 / -0.05588	Ha
relative energy (zero: lowest compared OMol25 entry of this formula, charge and spin)	57.0	kcal per mole

=====

[12]
Entry from the Open Molecules 2025 dataset: C8H12NP in the gas phase (the ωB97M-V functional and the def2-TZVPD basis).

The geometry in XYZ format:
```
22
Properties=species:S:1:pos:R:3:lowdin_charge:R:1
C -1.603 -0.663 -2.013 -0.15
C -1.556 0.574 -2.385 -0.16
C -0.985 -1.299 -0.857 -0.06
C -0.874 1.692 -1.720 -0.21
C -0.170 -0.702 0.033 -0.08
C -0.162 1.469 -0.602 -0.43
C 2.028 -1.147 1.218 -0.07
C -0.141 -1.114 2.377 -0.05
N 0.568 -1.098 1.085 -0.26
P 0.443 2.722 0.489 0.73
H -2.148 -1.254 -2.784 0.11
H -1.813 0.789 -3.425 0.10
H -1.056 -2.399 -0.695 0.12
H -1.019 2.660 -2.234 0.09
H 2.403 -0.238 1.766 0.08
H 2.318 -2.099 1.861 0.12
H 2.611 -1.121 0.300 0.08
H -0.135 -2.166 2.709 0.09
H 0.508 -0.448 2.970 0.08
H -1.151 -0.754 2.248 0.09
H 0.154 3.839 -0.406 -0.10
H 1.782 2.759 0.065 -0.13
```

Properties
HOMO-LUMO gap	8.46	eV
net charge	0
LUMO energy	0.02901	Ha
relative energy (zero: lowest compared OMol25 entry of this formula, charge and spin)	93.6	kcal per mole

=====

| no. | F_max (eV/Å) |
| --- | --- |
| 1 | 0.430 |
| 2 | 10.445 |
| 3 | 7.633 |
| 4 | 10.056 |
| 5 | 19.649 |
| 6 | 0.732 |
| 7 | 5.648 |
| 8 | 0.439 |
| 9 | 4.265 |
| 10 | 3.352 |
| 11 | 5.082 |
| 12 | 4.265 |